A 2-piece molecular cluster, C2H6N2S overall in a non-equilibrium geometry. Source: the Open Molecules 2025 dataset; level of theory: wB97M-V/def2-TZVPD.

Element x y z (Å)
C1 -0.2503 0.1961 1.5966
C2 0.1359 -1.1465 0.8373
N1 -0.2736 -0.0457 0.2173
N2 -0.3616 0.5723 -0.8378
S1 2.7648 0.0431 -0.6175
H1 -1.1854 0.2678 2.1489
H2 0.5149 0.8242 2.0421
H3 0.9121 -1.8704 0.7778
H4 3.9651 -0.0986 -1.4945
H5 -0.5543 1.5682 -0.9033
H6 2.0104 1.1638 -0.7472

Values from the calculation:
Relative energy (zero: lowest compared OMol25 entry of this formula, charge and spin): 137.2 kcal/mol
Orbital gap: 0.3169 hartree
LUMO level: 0.511 eV
HOMO: -8.11 eV

Let us look at the Mulliken charges, expressed in e, one per atom: -0.35, -0.26, 0.57, -0.93, -0.31, 0.22, 0.21, 0.29, 0.16, 0.25, 0.14